(1)
Computed, not measured: C19H23F3KN8O4S2 as an isolated structure in a non-equilibrium geometry, with ωB97M-V/def2-TZVPD.

The geometry in ORCA input format:
```
! RIJCOSX wB97M-V def2-TZVPD def2/J DEFGRID3
* xyz -1 1
K 0.556 -0.122 -0.226
C -4.556 1.097 -0.740
C -3.084 0.809 -0.838
N -2.249 1.270 -0.017
N -2.759 2.132 0.907
C -2.131 2.349 2.109
N -2.573 3.514 2.679
S -1.028 1.333 2.781
C -2.536 -0.001 -1.982
C -3.246 -1.057 -2.522
C -2.722 -1.733 -3.614
C -1.517 -1.324 -4.145
C -0.860 -0.269 -3.529
N -1.354 0.384 -2.470
H -4.922 0.873 0.266
H -5.123 0.517 -1.461
H -4.762 2.153 -0.945
H -3.618 2.610 0.730
H -2.697 4.297 2.055
H -2.037 3.745 3.497
H -4.175 -1.382 -2.071
H -3.247 -2.583 -4.032
H -1.071 -1.833 -4.994
H 0.116 0.060 -3.885
C 3.271 -2.852 -1.004
N 2.346 -3.793 -0.392
C 2.774 -4.684 0.696
C 1.454 -5.254 1.218
N 0.490 -4.770 0.216
C 1.028 -3.831 -0.607
S 0.157 -2.941 -1.758
H 3.991 -2.534 -0.253
H 2.747 -1.970 -1.343
H 3.801 -3.303 -1.848
H 3.291 -4.116 1.463
H 3.440 -5.460 0.311
H 1.224 -4.848 2.196
H 1.460 -6.342 1.261
H -0.449 -4.584 0.506
F 1.754 -2.445 2.821
C 0.573 -1.595 2.492
F -0.504 -2.639 2.395
H 0.344 -1.195 3.509
F 0.712 5.184 2.320
C 1.761 4.423 2.681
C 1.909 3.200 2.182
N 2.929 2.350 2.533
C 3.044 1.027 1.860
C 3.102 1.209 0.320
O 3.394 2.355 -0.097
O 2.792 0.166 -0.340
C 3.938 2.790 3.368
O 4.910 2.126 3.691
N 3.750 4.082 3.852
C 2.711 4.979 3.601
O 2.686 6.088 4.109
H 1.202 2.821 1.466
H 2.206 0.357 2.123
H 3.964 0.578 2.204
H 4.471 4.407 4.464
*
```

As for the highest occupied orbital energy: -3.68 eV. The calculation puts the energy relative to the best compared isomer or geometry (same formula, charge and spin) at 77.8 kJ/mol. Its frontier orbital gap is 5.6 eV.

---

(2)
Computed, not measured: a 2-piece molecular cluster, C19H23F3N2O3S2 overall in a non-equilibrium geometry, with ωB97M-V/def2-TZVPD.

The geometry in ORCA input format:
```
! RIJCOSX wB97M-V def2-TZVPD def2/J DEFGRID3
* xyz 0 1
O 3.092 1.057 -1.747
C 2.027 1.288 -1.179
C 1.514 2.566 -0.666
C 2.325 3.678 -0.473
C 1.867 4.690 0.366
C 0.599 4.596 0.964
C -0.215 3.492 0.751
C 0.275 2.469 -0.044
S -0.452 0.872 -0.220
O -1.411 0.818 -1.284
O -0.732 0.267 1.060
N 1.125 0.294 -0.771
S 1.640 -1.368 -0.741
C 0.976 -1.757 -2.380
F 1.484 -2.946 -2.798
F 1.310 -0.800 -3.277
F -0.381 -1.857 -2.338
H 3.295 3.709 -0.974
H 2.500 5.559 0.545
H 0.257 5.400 1.616
H -1.207 3.391 1.194
C 3.051 0.096 1.690
C 2.101 0.228 2.673
N 1.271 -0.786 3.087
C 0.182 -0.429 3.976
C -0.772 -1.545 4.379
C -0.928 -2.557 3.261
C 0.450 -3.149 3.018
C 1.363 -2.073 2.438
C 1.976 1.494 3.490
C 3.038 2.567 3.237
C 4.364 1.996 2.744
C 4.172 1.064 1.531
H 3.098 -0.784 1.050
H -0.431 0.371 3.522
H 0.612 -0.023 4.903
H -1.725 -1.087 4.653
H -0.372 -2.031 5.277
H -1.644 -3.328 3.553
H -1.299 -2.066 2.350
H 0.879 -3.519 3.958
H 0.412 -3.989 2.321
H 1.109 -1.951 1.358
H 2.409 -2.421 2.458
H 0.985 1.956 3.341
H 2.039 1.237 4.560
H 3.201 3.105 4.180
H 2.641 3.298 2.522
H 4.827 1.425 3.559
H 5.056 2.809 2.502
H 5.102 0.503 1.353
H 4.025 1.667 0.618
*
```

As for the highest occupied orbital energy: -7.10 eV. As for the structure (SMILES): O=C1c2ccccc2S(=O)(=O)N1SC(F)(F)F.C1=C(N2CCCCC2)CCCC1. The calculation puts the energy relative to the best compared isomer or geometry (same formula, charge and spin) at 0.0 kJ/mol. Its frontier orbital gap is 6.5 eV.

---

(3)
Computed, not measured: a 2-piece molecular cluster, C19H23FNO overall in a non-equilibrium geometry, with ωB97M-V/def2-TZVPD.

The geometry in ORCA input format:
```
! RIJCOSX wB97M-V def2-TZVPD def2/J DEFGRID3
* xyz 1 1
F 5.784 1.153 1.957
C 4.450 0.840 1.959
C 4.084 -0.505 1.971
C 2.738 -0.813 1.922
C 1.734 0.198 1.830
C 0.390 -0.251 1.703
C -0.844 0.440 1.834
C -2.024 -0.361 1.769
C -3.282 0.193 1.840
C -3.432 1.583 1.967
C -2.295 2.397 2.036
C -1.023 1.838 2.014
C 2.169 1.549 1.814
C 3.519 1.872 1.900
H 4.831 -1.289 2.034
H 2.404 -1.852 1.975
H 0.292 -1.340 1.619
H -1.895 -1.441 1.697
H -4.154 -0.459 1.820
H -4.426 2.017 2.022
H -2.407 3.474 2.148
H -0.176 2.489 2.179
H 1.455 2.361 1.744
H 3.842 2.907 1.924
C -3.332 -2.263 -0.815
O -2.237 -1.370 -0.966
C -1.701 -1.430 -2.272
C -0.641 -0.337 -2.397
C 0.169 -0.304 -3.712
C 1.539 0.247 -3.273
C 1.637 -0.062 -1.765
N 0.328 -0.474 -1.385
H -3.834 -2.004 0.124
H -4.050 -2.177 -1.651
H -2.985 -3.310 -0.769
H -1.226 -2.418 -2.439
H -2.497 -1.246 -3.024
H -1.200 0.623 -2.321
H 0.276 -1.328 -4.092
H -0.319 0.300 -4.484
H 2.364 -0.197 -3.832
H 1.565 1.331 -3.425
H 2.365 -0.872 -1.579
H 2.010 0.801 -1.187
H 0.034 -0.513 -0.418
*
```

As for the highest occupied orbital energy: -10.79 eV. The calculation puts the energy relative to the best compared isomer or geometry (same formula, charge and spin) at 0.0 kJ/mol. Its frontier orbital gap is 4.8 eV.

---

(4)
Computed, not measured: C19H23MgN3O8S as an isolated structure, with ωB97M-V/def2-TZVPD.

The geometry in ORCA input format:
```
! RIJCOSX wB97M-V def2-TZVPD def2/J DEFGRID3
* xyz 0 1
Mg -0.511 0.462 0.221
O -2.106 3.768 1.427
C -1.238 2.933 1.258
O -0.941 2.346 0.142
C -0.376 2.507 2.469
C 1.037 2.067 2.067
C 1.969 2.059 3.272
C 1.469 0.815 4.046
C 0.342 0.320 3.146
O 0.859 0.629 1.814
C -0.893 1.223 3.239
C -2.110 0.512 2.618
O -3.193 0.554 3.171
O -1.837 -0.149 1.536
H -0.346 3.358 3.147
H 1.418 2.533 1.163
H 3.007 1.943 2.963
H 1.882 2.983 3.842
H 2.253 0.063 4.130
H 1.106 1.045 5.046
H 0.126 -0.744 3.199
H -1.141 1.464 4.270
O -1.175 -1.069 -1.012
N -2.348 -1.601 -0.721
C -2.368 -2.897 -0.366
C -3.534 -3.515 0.017
C -4.713 -2.788 0.028
C -4.681 -1.466 -0.369
C -3.489 -0.870 -0.746
S -3.425 0.840 -1.111
H -1.398 -3.368 -0.389
H -3.502 -4.554 0.310
H -5.643 -3.243 0.339
H -5.575 -0.859 -0.382
O 1.087 0.639 -1.022
C 1.491 0.651 -2.179
C 0.822 -0.096 -3.287
C 1.420 -1.520 -3.145
C 2.954 -1.621 -3.019
C 3.561 -1.104 -1.697
C 3.791 0.418 -1.664
N 2.752 1.102 -2.457
H 1.079 0.335 -4.257
H -0.258 -0.130 -3.165
H 1.091 -2.109 -4.002
H 0.964 -1.969 -2.258
H 3.435 -1.128 -3.872
H 3.208 -2.678 -3.116
H 4.515 -1.603 -1.514
H 2.902 -1.388 -0.874
H 4.748 0.683 -2.110
H 3.779 0.799 -0.645
H 2.956 1.067 -3.444
O -2.504 1.691 -3.288
N -2.714 0.660 -2.768
*
```

As for the highest occupied orbital energy: -8.18 eV. The calculation puts the energy relative to the best compared isomer or geometry (same formula, charge and spin) at 4.4 kJ/mol. Its frontier orbital gap is 7.7 eV.

---

(5)
Computed, not measured: one molecule with the formula C19H23N3O2S in a non-equilibrium geometry, with ωB97M-V/def2-TZVPD.

The geometry in ORCA input format:
```
! RIJCOSX wB97M-V def2-TZVPD def2/J DEFGRID3
* xyz 0 1
C 5.287 -1.930 1.579
C 6.066 -1.864 0.266
N 7.188 -0.957 0.345
C 7.210 0.376 0.192
S 8.618 1.219 0.439
N 6.124 1.091 -0.201
N 4.875 0.635 -0.339
C 3.956 1.446 -0.699
C 2.585 1.027 -0.849
C 2.177 -0.273 -0.549
C 0.859 -0.659 -0.686
C -0.093 0.257 -1.131
O -1.412 -0.009 -1.304
C -1.924 -1.257 -0.895
C -3.445 -1.180 -0.981
O -3.887 -0.421 0.116
C -5.197 -0.030 0.168
C -6.184 -0.462 -0.706
C -7.486 -0.009 -0.560
C -7.809 0.872 0.452
C -6.822 1.301 1.325
C -5.516 0.865 1.201
C -4.435 1.318 2.132
C 0.309 1.559 -1.441
C 1.623 1.937 -1.300
H 4.499 -2.674 1.506
H 5.946 -2.201 2.401
H 4.839 -0.963 1.793
H 6.465 -2.851 0.018
H 5.407 -1.533 -0.537
H 8.048 -1.323 0.727
H 6.315 2.087 -0.340
H 4.181 2.499 -0.906
H 2.913 -0.980 -0.201
H 0.581 -1.674 -0.448
H -1.639 -1.471 0.142
H -1.556 -2.059 -1.551
H -3.724 -0.699 -1.927
H -3.865 -2.195 -0.950
H -5.953 -1.155 -1.501
H -8.245 -0.353 -1.247
H -8.822 1.226 0.564
H -7.070 1.993 2.117
H -4.800 2.090 2.805
H -4.071 0.477 2.722
H -3.590 1.703 1.563
H -0.439 2.255 -1.786
H 1.916 2.949 -1.539
*
```

As for the highest occupied orbital energy: -7.79 eV. As for the structure (SMILES): CCNC(=S)N/N=C/c1ccc(OCCOc2ccccc2C)cc1. The calculation puts the energy relative to the best compared isomer or geometry (same formula, charge and spin) at 305.1 kJ/mol. Its frontier orbital gap is 8.0 eV.

---

(6)
Computed, not measured: one molecule with the formula C19H23N3O4 in a non-equilibrium geometry, with ωB97M-V/def2-TZVPD.

The geometry in ORCA input format:
```
! RIJCOSX wB97M-V def2-TZVPD def2/J DEFGRID3
* xyz 0 1
C -1.185 4.904 6.442
O -1.069 3.845 5.485
C 0.133 3.063 5.613
C 0.234 2.323 4.363
C 0.408 1.713 3.337
C 0.531 0.870 2.182
C 0.234 -0.483 2.336
C 0.420 -1.348 1.240
O 0.143 -2.682 1.288
C -1.104 -3.086 1.937
C -2.315 -2.431 1.270
C -1.215 -4.623 1.926
O -1.575 -5.113 0.615
C -0.457 -5.177 -0.313
C 0.966 -0.847 0.065
C 1.320 0.491 -0.079
C 1.843 0.913 -1.402
O 2.252 0.068 -2.171
N 1.911 2.262 -1.729
C 2.294 2.799 -2.917
C 2.190 4.247 -3.107
C 2.669 4.552 -4.334
N 3.081 3.337 -4.837
C 3.841 3.184 -6.066
N 2.872 2.291 -3.956
C 1.016 1.359 0.978
H -0.237 5.373 6.717
H -1.778 5.711 6.044
H -1.683 4.522 7.321
H 1.025 3.740 5.720
H 0.081 2.421 6.486
H -0.036 -0.813 3.313
H -1.086 -2.736 3.001
H -2.314 -2.693 0.182
H -2.232 -1.353 1.371
H -3.214 -2.738 1.753
H -1.982 -4.897 2.650
H -0.254 -5.089 2.219
H 0.454 -5.450 0.198
H -0.342 -4.265 -0.867
H -0.604 -5.938 -1.099
H 1.180 -1.561 -0.728
H 1.607 2.904 -1.054
H 1.778 4.955 -2.383
H 2.789 5.506 -4.824
H 3.122 3.075 -6.874
H 4.514 2.354 -6.049
H 4.418 4.083 -6.272
H 1.287 2.388 0.938
*
```

As for the highest occupied orbital energy: -8.26 eV. As for the structure (SMILES): COCC#Cc1cc(O[C@@H](C)COC)cc(C(=O)Nc2ccn(C)n2)c1. The calculation puts the energy relative to the best compared isomer or geometry (same formula, charge and spin) at 703.6 kJ/mol. Its frontier orbital gap is 8.6 eV.

---

(7)
Computed, not measured: one molecule with the formula C19H23N3O7S in a non-equilibrium geometry, with ωB97M-V/def2-TZVPD.

The geometry in ORCA input format:
```
! RIJCOSX wB97M-V def2-TZVPD def2/J DEFGRID3
* xyz 0 1
C 6.043 4.130 -0.713
O 5.993 2.870 -0.083
C 4.797 2.252 0.054
C 4.826 1.015 0.710
C 3.664 0.302 0.903
C 2.463 0.817 0.443
S 0.977 -0.141 0.677
O -0.119 0.575 0.085
O 0.874 -0.554 2.044
N 1.342 -1.493 -0.207
C 1.254 -1.425 -1.649
C 2.327 -2.348 -2.227
C 2.161 -3.731 -1.599
O 2.210 -3.668 -0.182
C 1.277 -2.799 0.393
C -0.169 -3.373 0.384
N -1.105 -2.410 0.887
C -1.775 -1.582 0.070
O -1.831 -1.689 -1.145
C -2.532 -0.501 0.838
O -2.616 -0.515 2.052
N -3.083 0.400 0.021
C -3.771 1.583 0.490
C -5.181 1.619 0.001
C -6.313 1.010 0.457
C -7.349 1.377 -0.436
C -6.769 2.177 -1.369
O -5.459 2.328 -1.116
C 2.418 2.032 -0.207
C 3.582 2.757 -0.405
H 5.447 4.872 -0.173
H 5.704 4.073 -1.752
H 7.090 4.426 -0.692
H 5.777 0.644 1.057
H 3.666 -0.650 1.409
H 0.254 -1.713 -1.997
H 1.427 -0.384 -1.927
H 3.313 -1.955 -1.973
H 2.232 -2.413 -3.310
H 1.218 -4.182 -1.933
H 2.984 -4.394 -1.875
H 1.585 -2.671 1.438
H -0.188 -4.279 0.992
H -0.478 -3.609 -0.637
H -1.057 -2.120 1.858
H -2.882 0.295 -0.965
H -3.748 1.535 1.582
H -3.243 2.478 0.146
H -6.394 0.384 1.322
H -8.378 1.085 -0.386
H -7.165 2.684 -2.227
H 1.465 2.401 -0.549
H 3.530 3.707 -0.912
*
```

As for the highest occupied orbital energy: -8.49 eV. As for the structure (SMILES): COc1ccc(S(=O)(=O)N2CCCO[C@@H]2CNC(=O)C(=O)NCc2ccco2)cc1. The calculation puts the energy relative to the best compared isomer or geometry (same formula, charge and spin) at 0.0 kJ/mol. Its frontier orbital gap is 9.0 eV.

---

(8)
Computed, not measured: one molecule with the formula C19H23N5O in a non-equilibrium geometry, with ωB97M-V/def2-TZVPD.

The geometry in ORCA input format:
```
! RIJCOSX wB97M-V def2-TZVPD def2/J DEFGRID3
* xyz 0 1
C -3.534 -1.283 1.315
C -2.086 -0.899 1.093
C -1.481 0.128 1.879
C -0.137 0.468 1.654
N 0.495 1.497 2.339
C 0.003 2.778 2.313
N -0.080 3.300 3.552
C -0.524 4.563 3.638
N -0.934 5.306 2.609
C -0.863 4.757 1.444
N -1.367 5.561 0.479
C -0.358 3.488 1.171
C -0.348 2.906 -0.215
C 0.619 -0.270 0.745
C 0.047 -1.322 0.000
C -1.298 -1.611 0.170
C -1.564 -2.743 -0.676
O -2.462 -3.572 -0.565
N -0.454 -2.988 -1.414
C 0.681 -2.115 -1.087
C 1.081 -1.151 -2.228
C 1.766 -1.871 -3.381
C 2.486 -3.185 -3.009
C 3.042 -3.093 -1.583
C 1.896 -2.949 -0.582
H -4.069 -1.350 0.352
H -4.034 -0.550 1.931
H -3.629 -2.271 1.839
H -2.105 0.567 2.695
H 0.642 1.223 3.347
H -0.595 4.983 4.627
H -1.435 6.543 0.737
H -1.258 5.251 -0.475
H -0.365 3.672 -0.984
H 0.524 2.248 -0.374
H -1.268 2.291 -0.340
H 1.632 0.010 0.641
H -0.332 -3.957 -1.658
H 1.754 -0.414 -1.822
H 0.210 -0.592 -2.618
H 2.470 -1.160 -3.815
H 1.047 -2.093 -4.173
H 1.769 -4.032 -3.085
H 3.283 -3.384 -3.715
H 3.676 -2.229 -1.464
H 3.616 -3.992 -1.365
H 2.311 -2.518 0.317
H 1.529 -3.945 -0.264
*
```

As for the highest occupied orbital energy: -8.64 eV. As for the structure (SMILES): Cc1cc(Nc2ncnc(N)c2C)cc2c1C(=O)NC21CCCCC1. The calculation puts the energy relative to the best compared isomer or geometry (same formula, charge and spin) at 0.0 kJ/mol. Its frontier orbital gap is 9.2 eV.

---

- What is the energy relative to the best compared isomer or geometry (same formula, charge and spin) in the fourth record?
  4.4 kJ/mol